[1]
The following is a quantum chemistry calculation of a 2-piece molecular cluster, CH4N2O2S overall at a distorted geometry, from OMol25.

Results
ΔE to the lowest compared entry with this formula, charge and spin = 89.42 kcal per mole
lowest unoccupied orbital energy = -0.13 eV
SMILES string = O=[NH+][O-].[H]/N=C\S
strongest force on any atom = 4.06 eV/A
spin multiplicity = 1
charge = 0

Positions of all 10 atoms, in Å:
C -0.996 -0.368 -0.346
N 1.597 0.086 0.092
N -0.555 -1.272 0.385
O 2.757 0.284 0.353
O 0.931 0.951 -0.506
S -2.054 0.896 0.227
H -0.603 -0.251 -1.424
H 1.222 -0.846 0.328
H -0.848 -1.234 1.414
H -1.451 1.754 -0.522

=====

[2]
The following is a quantum chemistry calculation of an isolated molecule of C13H14F2N2O at a distorted geometry, from OMol25.

Results
ΔE to the lowest compared entry with this formula, charge and spin = 158.20 kcal per mole
lowest unoccupied orbital energy = -1.01 eV
SMILES string = C[C@@H](F)c1cc(CCCF)cc2nc(O)cnc12
strongest force on any atom = 6.49 eV/A
spin multiplicity = 1
charge = 0

Positions of all 32 atoms, in Å:
C -2.073 -3.232 -0.523
C -0.509 -2.812 -0.293
F 0.397 -3.593 -1.087
C -0.297 -1.231 -0.371
C -0.801 -0.422 0.881
C -0.692 1.146 0.928
C -1.220 1.874 2.260
C -0.271 1.355 3.481
C 1.270 1.173 2.990
F 2.186 1.187 4.133
C -0.067 1.850 -0.294
C 0.479 1.093 -1.582
N 1.039 1.937 -2.611
C 1.464 1.087 -3.672
O 2.046 1.750 -4.820
C 1.341 -0.462 -3.769
N 0.750 -1.235 -2.731
C 0.329 -0.449 -1.600
H -2.127 -3.669 -1.583
H -2.757 -2.313 -0.403
H -2.331 -4.020 0.287
H -0.297 -3.106 0.809
H -1.251 -0.963 1.776
H -1.133 3.003 2.086
H -2.314 1.547 2.425
H -0.283 2.050 4.388
H -0.632 0.287 3.727
H 1.592 1.991 2.250
H 1.438 0.159 2.473
H 0.027 3.001 -0.254
H 2.963 2.030 -4.606
H 1.734 -1.011 -4.695

=====

[3]
The following is a quantum chemistry calculation of CHI3S as an isolated structure at a distorted geometry, from OMol25.

Results
ΔE to the lowest compared entry with this formula, charge and spin = 45.57 kcal per mole
lowest unoccupied orbital energy (spin up / spin down) = -1.91 / -1.92 eV
strongest force on any atom = 4.32 eV/A
spin multiplicity = 1
charge = 0

Positions of all 6 atoms, in Å:
C 0.739 -0.040 -0.277
S -1.227 -0.236 1.494
I 0.403 1.792 -1.215
I 2.474 -0.198 0.897
I -2.917 -0.536 0.044
H 0.527 -0.782 -0.943

=====

[4]
The following is a quantum chemistry calculation of a 11-piece molecular cluster, C60H98BFN12O3S2 overall at a distorted geometry, from OMol25.

Results
lowest unoccupied orbital energy = -1.45 eV
SMILES string = CC[C@@H](F)N1C(=O)c2cc(CCCSC(=S)N(CC)CC)c(B(C)O)cc2C1=O.CCCC#N.CCCC#N.CCCC#N.CCCC#N.CCCC#N.CCCC#N.CCCC#N.CCCC#N.CCCC#N.CCCC#N
strongest force on any atom = 10.14 eV/A
spin multiplicity = 1
charge = 0

Positions of all 177 atoms, in Å:
C -4.315 -3.180 -2.989
C -5.087 -2.232 -4.125
C -4.918 -0.627 -3.839
F -4.304 -0.479 -2.485
N -4.222 0.154 -4.930
C -3.838 1.553 -4.404
O -4.617 2.638 -4.231
C -2.249 1.350 -4.057
C -1.187 2.205 -3.148
C 0.375 1.625 -3.002
C 1.374 2.562 -2.057
C 1.402 2.005 -0.514
C 2.966 1.585 -0.141
S 3.835 2.981 0.756
C 4.308 2.477 2.523
S 3.721 1.012 3.216
N 5.202 3.475 3.275
C 6.274 2.763 4.070
C 7.156 1.680 3.150
C 4.240 4.254 4.143
C 4.879 4.858 5.526
C 0.903 0.234 -3.730
B 2.422 -0.378 -3.561
C 3.835 0.423 -3.814
O 2.537 -1.803 -3.088
C -0.162 -0.610 -4.699
C -1.678 0.005 -4.800
C -3.023 -0.472 -5.606
O -3.044 -1.272 -6.708
H -3.239 -2.800 -2.732
H -4.192 -4.252 -3.487
H -5.026 -3.256 -2.060
H -4.804 -2.581 -5.205
H -6.244 -2.483 -3.994
H -6.012 -0.159 -3.739
H -1.566 3.183 -2.621
H 0.919 3.654 -2.083
H 2.424 2.626 -2.576
H 0.674 1.087 -0.395
H 1.045 2.847 0.221
H 3.561 1.417 -1.157
H 2.891 0.574 0.483
H 5.838 2.116 4.968
H 7.099 3.497 4.525
H 6.704 0.600 3.172
H 8.255 1.647 3.601
H 7.281 2.110 2.053
H 3.250 3.635 4.333
H 3.897 5.197 3.497
H 4.950 3.985 6.302
H 5.913 5.385 5.305
H 4.162 5.724 5.925
H 3.729 1.576 -3.993
H 4.488 0.289 -2.823
H 4.458 -0.134 -4.661
H 1.691 -2.253 -3.412
H 0.102 -1.599 -5.266
C -10.288 0.370 -2.018
C -9.148 -0.368 -2.714
C -9.606 -1.652 -3.407
C -10.196 -2.607 -2.381
N -10.685 -3.399 -1.530
H -10.730 -0.232 -1.218
H -9.920 1.294 -1.562
H -11.078 0.632 -2.730
H -8.372 -0.600 -1.974
H -8.695 0.298 -3.457
H -8.757 -2.136 -3.901
H -10.362 -1.430 -4.168
C -6.658 -4.892 1.408
C -5.787 -4.116 2.392
C -4.456 -3.670 1.784
C -3.658 -4.886 1.344
N -2.996 -5.896 0.979
H -6.176 -5.820 1.086
H -7.609 -5.165 1.876
H -6.876 -4.290 0.518
H -5.602 -4.744 3.272
H -6.338 -3.234 2.735
H -3.876 -3.107 2.523
H -4.626 -3.019 0.920
C -2.223 -0.181 1.747
C -3.142 0.803 2.464
C -3.345 2.104 1.684
C -2.009 2.800 1.490
N -0.900 3.378 1.329
H -1.215 0.226 1.621
H -2.130 -1.105 2.326
H -2.618 -0.437 0.757
H -2.722 1.024 3.453
H -4.115 0.327 2.626
H -4.021 2.768 2.232
H -3.791 1.899 0.704
C -4.545 6.456 -3.624
C -3.675 7.232 -2.640
C -2.344 7.678 -3.248
C -1.546 6.462 -3.688
N -0.884 5.452 -4.053
H -4.063 5.528 -3.946
H -5.497 6.183 -3.156
H -4.763 7.058 -4.514
H -3.490 6.604 -1.760
H -4.226 8.114 -2.297
H -1.763 8.241 -2.509
H -2.514 8.329 -4.112
C 5.296 -5.978 -0.928
C 4.299 -4.886 -1.302
C 4.936 -3.497 -1.374
C 5.515 -3.127 -0.018
N 5.995 -2.820 1.107
H 5.717 -5.815 0.070
H 4.803 -6.955 -0.917
H 6.121 -6.019 -1.648
H 3.483 -4.884 -0.569
H 3.856 -5.128 -2.275
H 4.184 -2.753 -1.659
H 5.734 -3.478 -2.124
C -12.608 -1.696 -6.807
C -13.606 -0.604 -7.182
C -12.968 0.785 -7.254
C -12.389 1.155 -5.898
N -11.909 1.462 -4.773
H -12.187 -1.534 -5.810
H -13.101 -2.673 -6.796
H -11.783 -1.738 -7.528
H -14.421 -0.602 -6.449
H -14.048 -0.846 -8.155
H -13.720 1.529 -7.539
H -12.170 0.804 -8.004
C 11.244 -2.961 0.440
C 10.487 -3.605 1.597
C 9.192 -2.868 1.943
C 9.508 -1.440 2.356
N 9.771 -0.255 2.699
H 11.563 -1.942 0.682
H 12.146 -3.537 0.209
H 10.623 -2.923 -0.463
H 11.143 -3.638 2.475
H 10.249 -4.641 1.333
H 8.680 -3.376 2.768
H 8.515 -2.853 1.082
C 4.000 0.067 9.425
C 4.898 0.186 8.198
C 5.916 1.323 8.313
C 5.189 2.649 8.466
N 4.586 3.749 8.592
H 3.393 0.966 9.571
H 3.309 -0.775 9.311
H 4.594 -0.100 10.331
H 4.269 0.338 7.312
H 5.432 -0.760 8.055
H 6.543 1.358 7.416
H 6.569 1.168 9.179
C -4.014 -0.012 6.210
C -3.702 -1.128 7.202
C -3.570 -2.498 6.533
C -4.876 -2.862 5.846
N -5.960 -3.165 5.276
H -4.976 -0.170 5.713
H -4.071 0.951 6.728
H -3.236 0.059 5.442
H -4.494 -1.160 7.961
H -2.767 -0.892 7.721
H -3.333 -3.261 7.283
H -2.763 -2.488 5.792
C 12.682 0.678 -0.532
C 13.307 0.521 -1.915
C 12.282 0.627 -3.046
C 11.239 -0.469 -2.899
N 10.374 -1.378 -2.777
H 11.958 -0.116 -0.323
H 13.455 0.623 0.242
H 12.173 1.644 -0.438
H 13.817 -0.449 -1.965
H 14.071 1.294 -2.049
H 12.780 0.522 -4.015
H 11.785 1.603 -3.023

=====

[5]
The following is a quantum chemistry calculation of C24H32F5O4PdS2Si as an isolated structure, from OMol25.

Results
lowest unoccupied orbital energy = 2.39 eV
strongest force on any atom = 0.97 eV/A
spin multiplicity = 1
charge = -1

Positions of all 69 atoms, in Å:
Pd -1.321 -0.982 0.259
C 2.126 -2.681 0.646
C 2.268 -1.342 -0.064
C 3.498 -0.611 0.468
C 2.364 -1.534 -1.572
O 1.077 -0.569 0.228
Si 0.871 1.068 0.203
S -1.190 1.331 0.326
O 1.599 1.622 -1.153
C 1.930 2.941 -1.584
C 0.930 3.962 -1.047
C 3.338 3.261 -1.091
C 1.886 2.909 -3.106
O 1.697 1.813 1.420
C 1.494 1.822 2.837
C 0.942 0.489 3.329
C 0.541 2.963 3.180
C 2.868 2.079 3.447
H 3.091 -3.193 0.653
H 1.394 -3.316 0.155
H 1.794 -2.529 1.674
H 4.393 -1.156 0.163
H 3.474 -0.559 1.558
H 3.560 0.405 0.076
H 3.122 -2.285 -1.803
H 2.617 -0.596 -2.067
H 1.403 -1.875 -1.958
H 0.969 3.993 0.043
H -0.083 3.687 -1.343
H 1.160 4.954 -1.437
H 3.369 3.202 -0.003
H 3.635 4.265 -1.403
H 4.051 2.543 -1.502
H 0.876 2.680 -3.447
H 2.559 2.136 -3.480
H 2.192 3.873 -3.517
H -0.030 0.279 2.881
H 0.828 0.511 4.414
H 1.622 -0.325 3.068
H -0.414 2.812 2.678
H 0.966 3.911 2.844
H 0.377 3.015 4.258
H 3.558 1.281 3.168
H 2.799 2.121 4.535
H 3.268 3.026 3.081
S -3.490 -1.661 0.163
C -4.765 -0.460 0.245
C -6.046 -0.855 -0.152
C -7.116 0.020 -0.050
C -6.930 1.311 0.429
C -5.656 1.714 0.808
C -4.583 0.840 0.722
H -6.190 -1.856 -0.540
H -8.103 -0.304 -0.360
H -7.767 1.993 0.503
H -5.496 2.721 1.175
H -3.590 1.154 1.016
F -1.266 -6.364 -4.153
C -1.211 -5.530 -3.098
C -1.268 -4.162 -3.270
F -1.368 -3.655 -4.509
C -1.214 -3.306 -2.184
F -1.258 -1.986 -2.445
C -1.091 -3.757 -0.857
O -0.993 -3.025 0.208
C -1.037 -5.163 -0.735
F -0.912 -5.696 0.492
C -1.090 -6.023 -1.811
F -1.026 -7.350 -1.614

=====

[6]
The following is a quantum chemistry calculation of C40H28ClF10GeO4PPd as an isolated structure, from OMol25.

Results
ΔE to the lowest compared entry with this formula, charge and spin = 0.00 kcal per mole
lowest unoccupied orbital energy = 4.06 eV
strongest force on any atom = 0.74 eV/A
spin multiplicity = 1
charge = -2

Positions of all 86 atoms, in Å:
Pd -0.131 -1.950 -0.197
O 1.835 -5.041 3.005
Cl 1.775 -4.282 1.777
O 2.006 -5.135 0.646
O 0.435 -3.674 1.687
O 2.773 -3.235 1.797
C -0.935 -0.423 -1.330
Ge 0.444 -0.178 -2.659
C 2.200 0.176 -1.805
C 3.404 -0.408 -2.191
C 4.593 -0.104 -1.536
C 4.603 0.804 -0.488
C 3.416 1.419 -0.108
C 2.235 1.106 -0.766
C 0.219 1.520 -3.680
C 0.932 1.826 -4.840
C 0.827 3.073 -5.443
C 0.008 4.050 -4.892
C -0.706 3.768 -3.735
C -0.600 2.514 -3.145
C 0.781 -1.567 -4.030
C 1.398 -2.760 -3.647
C 1.587 -3.793 -4.554
C 1.147 -3.660 -5.866
C 0.510 -2.493 -6.259
C 0.328 -1.460 -5.344
H -1.713 -1.023 -1.830
H 3.416 -1.132 -2.998
H 5.514 -0.591 -1.838
H 5.526 1.026 0.035
H 3.407 2.139 0.704
H 1.315 1.594 -0.469
H 1.594 1.084 -5.275
H 1.394 3.286 -6.343
H -0.068 5.026 -5.358
H -1.340 4.526 -3.289
H -1.162 2.289 -2.245
H 1.698 -2.909 -2.618
H 2.052 -4.714 -4.224
H 1.284 -4.472 -6.572
H 0.146 -2.385 -7.275
H -0.185 -0.560 -5.666
F 0.372 6.047 -0.045
C -0.026 5.622 1.172
F -1.198 6.257 1.419
F 0.863 6.110 2.060
C -0.167 4.136 1.242
C -1.113 3.514 0.433
C -1.254 2.139 0.463
C -0.456 1.356 1.304
C 0.468 1.996 2.123
C 0.623 3.378 2.088
P -0.643 -0.480 1.256
C -0.023 -0.885 2.951
C 1.359 -0.998 3.075
C 1.941 -1.320 4.290
C 1.137 -1.546 5.395
C -0.245 -1.479 5.279
C -0.819 -1.151 4.063
C 1.733 -1.918 6.716
F 1.130 -1.269 7.744
F 1.616 -3.230 6.997
F 3.044 -1.623 6.801
C -2.471 -0.560 1.515
C -3.188 -1.613 0.950
C -4.552 -1.734 1.159
C -5.220 -0.796 1.935
C -4.523 0.262 2.502
C -3.158 0.372 2.292
C -6.702 -0.897 2.108
F -7.139 -0.281 3.228
F -7.382 -0.331 1.083
F -7.131 -2.173 2.179
H -1.733 4.108 -0.228
H -1.949 1.632 -0.194
H 1.094 1.423 2.792
H 1.359 3.855 2.720
H 1.985 -0.884 2.198
H 3.014 -1.432 4.360
H -0.871 -1.688 6.138
H -1.897 -1.121 3.984
H -2.663 -2.333 0.333
H -5.096 -2.558 0.715
H -5.043 0.993 3.108
H -2.621 1.198 2.742
F -0.419 -3.379 -1.586